# 1
Formula: C29H40O27
Source: OMol25
Level of theory: the ωB97M-V functional and the def2-TZVPD basis

Structure (XYZ):
```
96
Properties=species:S:1:pos:R:3
C -2.71 1.34 -5.02
C -3.84 1.42 -6.02
C -4.71 2.78 -6.21
O -4.67 2.89 -7.71
C -3.62 2.27 -8.19
O -3.08 2.28 -9.29
O -3.17 1.46 -7.25
H -2.19 0.38 -5.08
H -3.02 1.21 -3.98
H -2.12 2.25 -4.99
H -4.45 0.54 -5.84
H -4.33 3.67 -5.71
H -5.57 2.49 -5.61
C 0.87 5.67 -2.14
C 1.34 6.31 -3.42
C 2.02 5.39 -4.51
O 1.45 5.84 -5.73
C 0.34 6.40 -5.56
O -0.35 6.93 -6.45
O 0.17 6.55 -4.13
H -0.06 5.99 -1.68
H 1.76 5.81 -1.52
H 0.71 4.59 -2.17
H 1.74 7.32 -3.30
H 1.73 4.35 -4.65
H 3.10 5.47 -4.63
O 0.98 -1.60 6.66
C -0.14 -2.12 6.87
O -0.52 -2.86 7.91
C -1.70 -3.52 7.66
C -2.16 -3.12 6.18
O -1.11 -2.22 5.90
H -1.28 -4.53 7.69
H -2.47 -3.20 8.35
H -3.12 -2.61 6.15
H -2.07 -4.03 5.58
O 4.36 6.67 2.63
C 4.01 6.09 3.68
O 2.76 6.31 4.23
C 2.82 5.66 5.51
C 3.91 4.56 5.29
O 4.70 5.26 4.42
H 2.88 6.28 6.40
H 1.93 5.08 5.74
H 3.86 3.63 4.71
H 4.54 4.45 6.17
O 3.95 1.22 1.26
C 2.93 0.66 1.02
O 2.25 -0.11 1.89
C 1.19 -0.70 1.16
C 1.38 -0.38 -0.28
O 2.43 0.56 -0.17
H 1.20 -1.79 1.17
H 0.24 -0.37 1.58
H 0.48 0.06 -0.71
H 1.71 -1.33 -0.70
O -2.57 -4.08 -2.35
C -3.06 -5.26 -2.27
O -2.22 -6.31 -1.92
C -3.07 -7.44 -1.89
C -4.62 -7.00 -2.15
O -4.33 -5.61 -2.41
H -2.73 -8.00 -2.76
H -3.00 -8.22 -1.13
H -5.26 -7.04 -1.26
H -5.04 -7.57 -2.98
O -5.57 1.31 4.84
C -4.95 2.26 4.27
O -3.66 2.23 3.97
C -3.23 3.48 3.37
C -4.57 4.23 3.17
O -5.46 3.51 4.12
H -2.53 4.07 3.97
H -2.66 3.35 2.45
H -4.93 4.08 2.15
H -4.48 5.31 3.27
O 2.54 -7.22 5.52
C 1.87 -7.26 4.48
O 1.31 -8.33 3.92
C 0.37 -7.90 2.93
C 0.72 -6.58 2.67
O 1.51 -6.24 3.78
H 0.49 -8.59 2.10
H -0.63 -8.02 3.34
H -0.27 -6.14 2.53
H 1.23 -6.54 1.71
O 7.43 -4.08 -4.72
C 6.68 -3.17 -4.41
O 5.84 -2.48 -5.22
C 5.55 -1.24 -4.62
C 6.14 -1.33 -3.19
O 6.73 -2.61 -3.10
H 6.08 -0.53 -5.25
H 4.48 -1.03 -4.56
H 5.54 -0.87 -2.42
H 7.05 -0.74 -3.07
```

ΔE to the lowest compared entry with this formula, charge and spin = 9.085 eV
HOMO energy = -0.3931 Ha
Kohn-Sham gap = 10.203 eV
LUMO = -0.49 eV
molar mass = 820.612 g mol⁻¹
structure (SMILES) = C[C@H]1COC(=O)O1.C[C@H]1COC(=O)O1.O=C1OCCO1.O=C1OCCO1.O=C1OCCO1.O=C1OCCO1.O=C1OCCO1.O=C1OCCO1.O=C1OCCO1

---

# 2
Formula: C29H41BCsN11S5
Source: OMol25
Level of theory: the ωB97M-V functional and the def2-TZVPD basis

Structure (XYZ):
```
88
Properties=species:S:1:pos:R:3
Cs -2.11 0.99 -1.40
C -1.76 4.20 3.34
C -1.36 2.80 3.85
C -1.09 2.89 5.37
C -2.57 1.92 3.58
N -0.12 2.36 3.19
C 0.96 3.22 3.07
C 1.98 2.50 2.57
N 1.55 1.21 2.33
B 2.57 0.28 1.56
N 3.10 1.05 0.32
C 4.40 0.79 -0.05
C 4.63 1.42 -1.22
N 3.47 2.06 -1.62
C 2.50 1.81 -0.65
S 0.93 2.42 -0.58
C 3.42 2.60 -3.00
C 3.40 1.41 -3.97
C 2.20 3.48 -3.23
C 4.65 3.47 -3.24
N 2.07 -1.12 1.18
C 2.06 -2.04 2.21
C 1.61 -3.21 1.72
N 1.30 -3.01 0.37
C 1.62 -1.70 0.02
S 1.58 -1.03 -1.54
C 0.76 -4.16 -0.37
C 0.71 -3.97 -1.91
C 1.63 -5.39 -0.09
C -0.69 -4.40 0.08
C 0.28 1.09 2.79
S -0.62 -0.37 2.95
H -2.64 4.53 3.90
H -2.04 4.15 2.29
H -1.02 4.98 3.50
H -1.99 3.20 5.93
H -0.32 3.62 5.60
H -0.72 1.94 5.77
H -3.44 2.46 3.97
H -2.42 0.93 4.04
H -2.75 1.79 2.51
H 0.89 4.25 3.35
H 2.97 2.84 2.29
H 3.54 0.15 2.28
H 5.03 0.17 0.55
H 5.53 1.44 -1.83
H 2.55 0.76 -3.71
H 4.32 0.82 -3.91
H 3.29 1.74 -5.02
H 1.28 2.89 -3.31
H 2.33 4.03 -4.17
H 2.05 4.20 -2.45
H 5.58 2.90 -3.28
H 4.77 4.24 -2.46
H 4.54 3.97 -4.21
H 2.40 -1.80 3.21
H 1.47 -4.13 2.24
H 1.66 -3.68 -2.36
H 0.00 -3.20 -2.19
H 0.34 -4.92 -2.37
H 2.69 -5.16 -0.23
H 1.36 -6.18 -0.79
H 1.52 -5.74 0.93
H -1.30 -3.52 -0.17
H -0.74 -4.50 1.18
H -1.16 -5.28 -0.38
N -1.64 -2.39 -5.91
C -2.23 -1.76 -4.81
S -2.56 -0.09 -4.95
N -2.52 -2.59 -3.84
N -2.86 -2.07 -2.64
C -3.62 -2.80 -1.92
C -4.14 -2.35 -0.63
C -5.29 -2.97 -0.17
C -5.67 -2.78 1.12
C -4.98 -1.91 1.94
C -3.90 -1.23 1.36
N -3.50 -1.45 0.12
H -1.14 -1.75 -6.50
H -1.10 -3.20 -5.63
H -4.05 -3.72 -2.35
H -5.78 -3.65 -0.85
H -6.51 -3.32 1.56
H -5.21 -1.76 2.98
H -3.31 -0.55 1.96
S -4.69 3.58 0.31
C -4.15 5.13 0.29
N -3.74 6.22 0.25
```

ΔE to the lowest compared entry with this formula, charge and spin = 0.000 eV
HOMO energy = -0.0908 Ha
charge = -2
Kohn-Sham gap = 6.164 eV
LUMO = 3.69 eV
molar mass = 847.776 g mol⁻¹

---

# 3
Formula: C29H41Cl50NO2P
Source: OMol25
Level of theory: the ωB97M-V functional and the def2-TZVPD basis

Structure (XYZ):
```
124
Properties=species:S:1:pos:R:3
C -2.59 -3.92 2.42
C -1.19 -3.21 2.42
Cl -0.15 -4.19 3.58
C -1.29 -1.72 2.92
Cl -2.69 -1.60 4.07
C -1.29 -0.63 1.78
P -1.94 1.05 2.39
C -1.12 1.32 4.08
O -3.64 0.97 2.58
C 0.22 -0.38 1.40
C 0.47 0.43 0.08
C 1.85 -0.05 -0.49
C 0.68 1.94 0.45
N -0.53 0.24 -0.99
O -1.34 1.23 -1.13
C -1.31 -1.01 -0.86
C -2.40 -0.98 -2.01
C -0.48 -2.32 -1.13
C -2.12 -1.02 0.49
H -2.55 -4.78 1.72
H -2.86 -4.25 3.44
H -3.39 -3.25 2.04
H -0.73 -3.33 1.43
H -0.38 -1.54 3.52
H -1.87 1.38 4.90
H -0.57 2.28 3.98
H -0.34 0.55 4.30
H -3.79 1.23 3.50
H 0.69 0.13 2.27
H 0.70 -1.39 1.36
H 1.97 0.27 -1.55
H 2.67 0.45 0.07
H 2.01 -1.14 -0.36
H 1.10 2.44 -0.45
H -0.25 2.46 0.72
H 1.38 2.07 1.30
H -1.93 -0.50 -2.89
H -2.66 -2.03 -2.24
H -3.30 -0.43 -1.67
H 0.14 -2.13 -2.04
H -1.14 -3.19 -1.32
H 0.23 -2.58 -0.33
H -2.90 -0.23 0.38
H -2.67 -1.98 0.56
C 4.66 -2.90 -2.00
Cl 4.64 -2.65 -0.25
Cl 3.01 -2.85 -2.63
Cl 5.66 -1.67 -2.79
H 5.08 -3.87 -2.20
C 1.04 5.24 3.99
Cl 1.84 4.58 2.56
Cl -0.71 5.29 3.72
Cl 1.42 4.29 5.43
H 1.40 6.25 4.14
C 5.52 2.20 1.56
Cl 4.51 3.00 0.35
Cl 5.15 2.80 3.18
Cl 5.30 0.45 1.49
H 6.56 2.43 1.34
C -1.96 -6.30 -1.74
Cl -1.15 -5.30 -2.95
Cl -1.17 -6.11 -0.17
Cl -3.67 -5.88 -1.63
H -1.88 -7.34 -2.04
C -3.69 7.26 4.85
Cl -3.97 8.50 3.62
Cl -3.49 8.00 6.44
Cl -5.01 6.08 4.86
H -2.77 6.74 4.60
C -2.43 4.62 -1.24
Cl -1.60 5.62 -2.43
Cl -1.73 4.85 0.37
Cl -4.16 4.98 -1.22
H -2.30 3.57 -1.51
C -5.93 5.49 -4.76
Cl -4.33 5.64 -5.48
Cl -7.01 6.75 -5.36
Cl -6.61 3.89 -5.09
H -5.84 5.60 -3.68
C 9.52 -1.12 -3.12
Cl 8.55 -0.27 -4.33
Cl 9.14 -0.54 -1.49
Cl 9.27 -2.87 -3.24
H 10.57 -0.92 -3.32
C 12.28 -3.16 -5.89
Cl 12.25 -1.85 -4.69
Cl 13.00 -4.61 -5.20
Cl 10.65 -3.49 -6.49
H 12.89 -2.84 -6.72
C 5.00 7.42 3.01
Cl 5.80 6.75 1.59
Cl 3.26 7.51 2.77
Cl 5.38 6.46 4.45
H 5.37 8.43 3.17
C -10.42 2.24 -5.85
Cl -10.37 1.04 -4.55
Cl -10.59 1.45 -7.42
Cl -11.74 3.39 -5.58
H -9.48 2.79 -5.84
C 2.70 -5.48 5.66
Cl 2.92 -3.88 6.37
Cl 4.26 -6.27 5.40
Cl 1.66 -6.48 6.69
H 2.21 -5.36 4.70
C 1.92 -6.66 -5.50
Cl 2.17 -5.08 -4.75
Cl 3.46 -7.47 -5.79
Cl 0.87 -7.65 -4.48
H 1.42 -6.51 -6.45
C 9.91 -4.08 0.61
Cl 10.73 -4.75 -0.81
Cl 8.17 -3.95 0.33
Cl 10.24 -5.07 2.04
H 10.30 -3.08 0.79
C -12.97 4.49 -1.59
Cl -11.64 3.61 -2.36
Cl -12.95 4.24 0.16
Cl -12.87 6.22 -1.97
H -13.90 4.11 -1.98
C -6.37 -2.42 2.74
Cl -5.63 -3.14 1.30
Cl -8.11 -2.25 2.52
Cl -6.01 -3.39 4.17
H -5.94 -1.43 2.88
```

ΔE to the lowest compared entry with this formula, charge and spin = 1.817 eV
HOMO energy (alpha / beta) = -0.2942 / -0.2949 Ha
multiplicity = 2
Kohn-Sham gap (alpha / beta) = 8.113 / 8.002 eV
LUMO (alpha / beta) = 0.11 / -0.02 eV
molar mass = 2239.276 g mol⁻¹
<S²> = 0.754